No. 1
Density functional theory data (the ωB97M-V functional and the def2-TZVPD basis) for a structure of composition C62H74BrGe2NO2OsPS6 in a non-equilibrium geometry.

Each line ends with the Mulliken charge.
Geometry (Å):
Os 0.343 0.138 -0.559  0.909
C -5.076 -0.993 3.666  -1.049
C -3.720 -1.288 4.267  -0.384
O -2.744 -0.425 3.676  -0.396
P -1.623 -0.984 2.639  0.947
S -0.888 0.703 1.842  -0.507
S -2.287 -2.458 1.554  -0.339
O -0.523 -1.501 3.694  -0.503
C 0.564 -2.355 3.254  1.225
C 0.603 -3.604 4.106  -1.403
H -5.851 -1.592 4.160  0.397
H -5.062 -1.238 2.601  0.190
H -5.322 0.067 3.777  0.259
H -3.457 -2.331 4.102  0.342
H -3.709 -1.090 5.340  0.374
H 1.482 -1.783 3.331  -0.420
H 0.432 -2.615 2.208  -0.205
H 0.713 -3.351 5.165  0.336
H 1.453 -4.228 3.803  0.148
H -0.321 -4.174 3.976  0.343
C 1.853 0.166 6.383  -1.511
C 2.963 0.357 5.377  0.786
C 2.987 1.494 4.574  -0.855
C 3.977 1.692 3.623  1.108
C 4.021 2.988 2.844  -1.483
C 4.954 0.694 3.432  -0.012
C 4.980 -0.426 4.266  0.848
C 6.025 -1.511 4.135  -1.194
C 3.980 -0.572 5.229  -0.808
C 5.984 0.901 2.354  -0.423
C 7.157 1.555 2.732  0.327
C 8.121 1.895 1.796  -1.001
C 7.904 1.582 0.466  0.043
C 6.748 0.909 0.057  -0.332
C 5.767 0.532 1.000  -0.854
Ge 4.119 -0.512 0.498  -0.338
S 2.509 0.948 0.273  -1.046
S 3.671 -2.252 1.728  0.035
Ge 2.919 -3.082 -0.609  0.540
S 0.833 -2.083 -0.705  -0.511
S 4.400 -1.575 -1.454  0.466
C 3.210 -4.646 -1.953  0.462
C 3.984 -5.685 -1.393  -1.094
C 3.981 -6.958 -1.958  -0.127
C 3.242 -7.217 -3.105  -1.238
C 2.516 -6.192 -3.697  -0.231
C 2.475 -4.917 -3.130  -0.017
C 1.709 -3.847 -3.864  -0.072
C 0.309 -3.777 -3.815  0.613
C -0.531 -4.707 -2.972  -1.747
C -0.344 -2.782 -4.546  -0.711
C 0.349 -1.853 -5.299  0.834
C -0.372 -0.761 -6.053  -1.412
C 1.738 -1.936 -5.334  -0.910
C 2.429 -2.918 -4.638  1.224
C 3.940 -2.944 -4.701  -1.393
C 4.860 -5.428 -0.193  0.433
C 4.379 -5.536 1.119  0.798
C 2.926 -5.814 1.433  -1.461
C 5.253 -5.308 2.184  -0.455
C 6.582 -4.983 1.982  0.974
C 7.516 -4.733 3.143  -1.664
C 7.045 -4.886 0.672  -0.599
C 6.210 -5.099 -0.416  0.781
C 6.756 -4.970 -1.820  -1.637
C 6.671 0.615 -1.414  0.348
C 5.947 1.437 -2.280  1.451
C 5.168 2.625 -1.773  -1.590
C 5.951 1.143 -3.645  -1.286
C 6.664 0.074 -4.164  0.741
C 6.642 -0.241 -5.640  -1.563
C 7.411 -0.708 -3.286  -0.818
C 7.425 -0.452 -1.923  1.600
C 8.198 -1.345 -0.987  -1.654
H 0.878 0.166 5.884  0.193
H 1.849 0.973 7.121  0.414
H 1.964 -0.781 6.915  0.353
H 2.207 2.245 4.690  0.310
H 3.242 3.669 3.196  0.441
H 3.856 2.816 1.779  0.126
H 4.993 3.478 2.957  0.298
H 6.877 -1.190 3.536  0.212
H 5.586 -2.383 3.640  -0.076
H 6.388 -1.813 5.122  0.588
H 3.980 -1.466 5.851  0.238
H 7.291 1.815 3.777  0.463
H 9.027 2.412 2.098  0.345
H 8.635 1.861 -0.287  0.477
H 4.583 -7.740 -1.503  0.445
H 3.237 -8.211 -3.539  0.318
H 1.952 -6.378 -4.607  0.429
H 0.035 -5.563 -2.609  0.285
H -1.393 -5.075 -3.539  0.477
H -0.909 -4.159 -2.102  0.179
H -1.430 -2.721 -4.493  0.114
H -1.450 -0.929 -6.061  0.365
H -0.022 -0.697 -7.088  0.414
H -0.199 0.213 -5.583  0.152
H 2.301 -1.210 -5.921  0.377
H 4.292 -2.435 -5.603  0.586
H 4.331 -3.963 -4.696  0.250
H 4.363 -2.427 -3.833  -0.039
H 2.355 -6.073 0.545  0.186
H 2.469 -4.920 1.872  -0.371
H 2.833 -6.630 2.156  0.675
H 4.866 -5.363 3.200  0.199
H 6.989 -4.813 4.096  0.328
H 7.950 -3.730 3.085  0.264
H 8.341 -5.451 3.147  0.456
H 8.088 -4.631 0.495  0.281
H 7.838 -5.124 -1.827  0.543
H 6.545 -3.967 -2.210  0.005
H 6.296 -5.688 -2.501  0.376
H 5.731 3.177 -1.016  0.240
H 4.229 2.308 -1.304  0.087
H 4.926 3.304 -2.596  0.522
H 5.367 1.770 -4.317  0.218
H 6.018 0.471 -6.184  0.334
H 6.242 -1.243 -5.818  0.268
H 7.648 -0.207 -6.067  0.387
H 7.972 -1.559 -3.670  0.269
H 8.670 -2.160 -1.536  0.424
H 7.525 -1.776 -0.236  0.098
H 8.973 -0.793 -0.450  0.451
Br 0.459 5.855 0.746  -0.214
C 0.415 4.513 -0.588  -0.575
C 0.472 4.852 -1.914  -0.258
C 0.436 3.830 -2.835  -0.878
C 0.330 2.519 -2.390  -0.620
N 0.280 2.216 -1.111  0.543
C 0.329 3.183 -0.206  -0.048
H 0.549 5.889 -2.216  0.439
H 0.477 4.033 -3.897  0.503
H 0.269 1.678 -3.067  0.581
H 0.296 2.883 0.833  0.434
C -3.350 0.477 -2.957  -1.840
C -2.818 0.441 -1.520  3.325
C -2.899 1.860 -0.951  -1.554
C -3.770 -0.440 -0.685  -1.514
C -1.416 -0.181 -1.525  -0.716
H -4.339 0.960 -2.999  0.432
H -3.448 -0.540 -3.353  0.318
H -2.665 1.031 -3.609  0.297
H -3.949 2.175 -0.890  0.502
H -2.372 2.585 -1.586  0.219
H -2.476 1.894 0.057  0.164
H -4.805 -0.065 -0.752  0.436
H -3.463 -0.433 0.363  -0.079
H -3.741 -1.479 -1.026  0.351
H -1.420 -1.072 -2.146  0.150

Cartesian forces (eV/Å) of the 6 atoms listed first:
Os 0.508 -0.308 0.553
C -0.113 0.038 -0.056
C 0.144 0.125 -0.148
O 0.060 -0.008 0.013
P 0.145 -0.112 0.331
S -0.025 -0.023 -0.286

As for the spin multiplicity: 6. Its electronic energy is -330930.5359 eV. For the lowest unoccupied orbital energy (alpha / beta), the calculation gives 0.128 / 0.128 hartree. The net charge is -2. The energy above the lowest of the compared OMol25 structures with the same formula, charge and spin is 20.51 kcal/mol. Its expectation value of S² is 8.777. The calculation puts the HOMO-LUMO gap (alpha / beta) at 3.954 / 5.645 eV.

=====

No. 2
Density functional theory data (the ωB97M-V functional and the def2-TZVPD basis) for a cluster of 7 separate species, C62H80FI2N8O13S in total in a non-equilibrium geometry.

Each line ends with the Mulliken charge.
Geometry (Å):
C -1.835 -1.513 3.215  -0.718
C -1.734 -1.032 4.732  -0.523
C -0.675 0.154 4.960  -0.241
C -0.994 0.999 6.303  -0.716
C -0.664 2.547 6.063  -0.199
C -1.849 3.430 6.665  -0.843
C -2.839 4.043 5.579  -0.735
C -3.094 3.109 4.313  1.373
C -4.619 3.096 3.831  -0.954
C -4.855 3.601 2.338  -0.602
C -5.462 2.402 1.464  -1.039
C -4.409 1.345 0.936  -0.384
C -3.919 1.454 -0.569  1.518
C -4.880 2.208 -1.585  -1.107
C -6.152 1.393 -2.084  -0.642
C -7.149 0.894 -0.953  -0.466
S -8.376 -0.262 -1.797  -0.206
C -3.822 -0.077 -1.111  -2.868
C -3.266 -0.127 -2.604  1.393
C -3.240 -1.670 -3.035  -1.314
I -3.580 -3.296 -1.597  0.074
C -3.019 -2.018 -4.392  0.121
C -2.791 -0.900 -5.511  -0.686
I -3.046 -4.148 -4.920  0.019
C -1.841 0.545 -2.610  -0.059
F -0.810 -0.291 -2.102  -0.383
N -1.795 1.927 -2.001  0.497
C -2.410 2.030 -0.643  -1.763
O -1.519 1.293 0.245  -0.436
N -2.506 3.400 -0.079  0.526
C -1.479 4.357 -0.554  0.157
C -1.226 5.436 0.625  -0.308
C 0.206 5.190 1.336  -0.597
H -1.215 -2.446 2.997  0.387
H -1.588 -0.711 2.454  -0.101
H -2.919 -1.820 3.038  0.249
H -1.380 -1.908 5.352  0.352
H -2.757 -0.682 5.062  0.291
H 0.332 -0.343 5.112  0.520
H -0.612 0.844 4.064  -0.149
H -2.120 0.910 6.444  0.295
H -0.483 0.554 7.212  0.309
H 0.282 2.768 6.662  0.431
H -0.422 2.798 4.981  -0.019
H -2.393 2.871 7.500  0.378
H -1.352 4.317 7.191  0.281
H -2.371 5.020 5.219  0.232
H -3.798 4.322 6.134  0.324
H -2.429 3.444 3.458  -0.307
H -2.832 2.027 4.575  -0.657
H -5.189 3.793 4.537  0.398
H -5.065 2.063 4.027  0.359
H -3.973 4.123 1.867  0.116
H -5.687 4.384 2.394  0.470
H -6.148 1.835 2.184  0.382
H -6.153 2.865 0.704  0.272
H -3.557 1.327 1.701  -0.093
H -4.896 0.316 1.047  0.781
H -4.282 2.469 -2.530  0.217
H -5.258 3.217 -1.207  0.677
H -6.749 2.104 -2.751  0.585
H -5.917 0.497 -2.739  0.122
H -6.683 0.277 -0.134  0.067
H -7.797 1.713 -0.506  0.355
H -7.732 -1.495 -1.656  0.139
H -3.036 -0.595 -0.460  1.117
H -4.782 -0.643 -0.941  0.537
H -3.900 0.401 -3.375  0.252
H -3.626 -0.150 -5.413  0.250
H -1.752 -0.461 -5.496  0.249
H -2.941 -1.442 -6.504  0.457
H -1.556 0.704 -3.705  0.535
H -2.174 2.602 -2.696  0.767
H -0.768 2.137 -1.977  0.069
H -0.670 1.788 0.200  0.391
H -2.306 3.271 0.928  -0.153
H -1.747 4.945 -1.482  0.270
H -0.444 3.887 -0.733  -0.238
H -2.018 5.378 1.429  0.094
H -1.154 6.475 0.176  0.433
H 0.941 4.650 0.667  0.063
H 0.118 4.586 2.291  0.042
H 0.695 6.173 1.629  0.368
C 0.510 -2.828 11.189  -0.394
C 1.071 -1.938 10.279  -0.541
C 0.746 -0.588 10.336  -0.135
C -0.138 -0.139 11.312  0.019
C -0.709 -1.024 12.222  -0.365
C -0.381 -2.373 12.156  -0.421
N -0.462 1.286 11.390  1.035
O 0.042 2.029 10.565  -0.608
O -1.214 1.650 12.277  -0.598
H 0.770 -3.880 11.146  0.371
H 1.764 -2.296 9.526  0.381
H 1.190 0.095 9.622  0.435
H -1.401 -0.681 12.981  0.441
H -0.817 -3.071 12.861  0.374
C -4.622 1.032 -12.123  -0.396
C -5.689 0.743 -11.279  -0.528
C -5.492 0.676 -9.906  -0.188
C -4.220 0.906 -9.388  0.057
C -3.145 1.189 -10.227  -0.232
C -3.351 1.250 -11.599  -0.538
N -4.013 0.862 -7.941  1.057
O -4.972 0.593 -7.236  -0.606
O -2.893 1.100 -7.517  -0.590
H -4.780 1.088 -13.195  0.382
H -6.676 0.572 -11.693  0.368
H -6.330 0.450 -9.258  0.426
H -2.153 1.363 -9.830  0.427
H -2.523 1.472 -12.261  0.369
C 5.586 1.958 0.549  -0.607
C 4.265 1.534 0.456  -0.591
C 3.433 2.061 -0.521  0.136
C 3.935 3.013 -1.405  -0.022
C 5.254 3.449 -1.314  -0.572
C 6.079 2.917 -0.330  -0.586
N 3.068 3.551 -2.452  0.986
O 1.908 3.157 -2.492  -0.539
O 3.544 4.354 -3.229  -0.593
H 6.234 1.539 1.310  0.465
H 3.887 0.787 1.145  0.471
H 2.406 1.721 -0.582  0.479
H 5.649 4.192 -1.996  0.503
H 7.109 3.246 -0.251  0.425
C 4.134 -4.431 -1.250  -0.584
C 3.616 -3.255 -0.717  -0.601
C 4.433 -2.407 0.020  0.050
C 5.769 -2.743 0.214  -0.007
C 6.292 -3.922 -0.309  -0.590
C 5.468 -4.766 -1.043  -0.247
N 6.639 -1.840 0.969  1.012
O 6.144 -0.822 1.432  -0.626
O 7.809 -2.150 1.092  -0.602
H 3.495 -5.089 -1.830  0.449
H 2.575 -2.999 -0.880  0.492
H 4.017 -1.494 0.429  0.297
H 7.331 -4.192 -0.158  0.490
H 5.866 -5.686 -1.459  0.453
C 3.950 1.235 -7.598  -0.427
C 4.734 0.087 -7.639  -0.480
C 4.996 -0.619 -6.471  -0.353
C 4.462 -0.168 -5.268  -0.232
C 3.683 0.984 -5.218  -0.059
C 3.428 1.686 -6.389  -0.537
N 4.714 -0.922 -4.038  1.083
O 5.415 -1.914 -4.114  -0.613
O 4.204 -0.514 -3.008  -0.526
H 3.743 1.781 -8.513  0.394
H 5.140 -0.259 -8.583  0.382
H 5.608 -1.512 -6.514  0.464
H 3.269 1.343 -4.283  0.466
H 2.820 2.583 -6.362  0.436
C 8.828 -9.976 1.393  -0.387
C 7.508 -10.404 1.296  -0.452
C 6.677 -9.880 0.315  -0.346
C 7.180 -8.929 -0.568  0.156
C 8.497 -8.490 -0.473  -0.275
C 9.321 -9.018 0.513  -0.506
N 6.315 -8.392 -1.620  1.060
O 5.162 -8.784 -1.663  -0.609
O 6.798 -7.584 -2.397  -0.630
H 9.477 -10.392 2.157  0.374
H 7.129 -11.150 1.985  0.372
H 5.651 -10.221 0.249  0.431
H 8.893 -7.746 -1.155  0.443
H 10.350 -8.685 0.594  0.374

Cartesian forces (eV/Å) of the 6 atoms listed first:
C -0.677 -0.564 0.093
C 0.798 0.506 -0.634
C -0.003 -0.790 1.054
C -0.531 -0.041 -1.888
C 0.187 -0.397 1.563
C 0.810 0.999 0.184

As for the spin multiplicity: 1. Its electronic energy is -133856.6152 eV. For the lowest unoccupied orbital energy, the calculation gives -0.097 hartree. The net charge is +1. The calculation puts the HOMO-LUMO gap at 8.186 eV.